(1)
This record from the Open Molecules 2025 dataset describes C27H65CaN2O11S2 as an isolated structure at a distorted geometry. The level of theory is the ωB97M-V functional and the def2-TZVPD basis.

```
108
Properties=species:S:1:pos:R:3:mulliken_charge:R:1
Ca -2.776 -3.155 -1.464 1.325
C -0.755 0.067 0.626 0.731
C -1.489 -1.079 -0.030 1.194
O -2.053 -1.986 0.653 -0.895
O -1.659 -1.062 -1.332 -1.070
H -1.471 0.837 0.924 -0.259
H -0.099 0.563 -0.080 -0.724
H -0.168 -0.302 1.465 0.421
C 3.094 -1.128 -2.271 -1.468
C 3.016 -1.327 -0.752 1.840
C 4.230 -2.119 -0.290 -1.553
O 3.001 -0.100 -0.087 -0.603
H 3.197 -2.068 -2.825 0.457
H 3.871 -0.418 -2.549 0.396
H 2.141 -0.750 -2.680 0.167
H 2.142 -1.994 -0.592 -0.641
H 4.047 -3.197 -0.325 0.332
H 4.554 -1.809 0.706 0.387
H 5.112 -1.959 -0.922 0.368
H 2.527 0.557 -0.645 0.143
C -2.926 1.427 -4.249 -1.455
C -2.312 2.029 -3.007 0.417
C -3.206 1.920 -1.793 -0.902
O -1.041 1.427 -2.747 -0.269
H -2.231 1.542 -5.074 0.374
H -3.885 1.912 -4.434 0.428
H -3.123 0.362 -4.082 0.166
H -2.111 3.092 -3.153 0.466
H -4.087 2.568 -1.860 0.585
H -2.702 2.304 -0.898 0.071
H -3.543 0.895 -1.597 0.010
H -1.210 0.585 -2.268 -0.179
C 2.435 2.886 -3.810 -1.310
C 2.065 3.116 -2.335 0.660
C 1.011 4.167 -2.082 -0.905
O 1.673 1.855 -1.745 0.370
H 3.434 2.446 -3.826 0.349
H 2.458 3.779 -4.438 0.376
H 1.721 2.213 -4.294 0.206
H 2.980 3.340 -1.779 0.161
H 1.383 5.158 -2.348 0.468
H 0.767 4.210 -1.025 0.062
H 0.082 3.936 -2.612 0.061
H 0.775 1.602 -2.067 -0.069
C 3.426 6.441 0.552 -1.192
C 3.352 5.744 1.937 0.371
C 2.691 4.395 1.754 -0.515
O 1.377 4.570 1.191 -0.403
C 0.535 3.472 1.508 -0.846
N 4.731 5.515 2.450 -0.757
H 2.421 6.540 0.107 0.271
H 4.000 5.836 -0.153 0.257
H 3.785 7.470 0.602 0.411
H 2.794 6.404 2.599 0.268
H 2.663 3.849 2.710 0.392
H 3.282 3.772 1.053 0.119
H -0.297 3.528 0.802 0.264
H 0.172 3.522 2.539 0.504
H 1.064 2.527 1.331 0.294
H 5.275 6.367 2.324 0.291
H 5.210 4.866 1.823 0.274
C 0.514 -6.363 -0.674 -1.513
C -0.167 -5.055 -0.995 1.232
C -0.172 -4.780 -2.480 -1.292
O -0.685 -3.466 -2.706 0.101
C -0.495 -2.963 -4.046 -0.746
N -1.578 -4.989 -0.402 -0.310
H 0.759 -6.444 0.380 0.306
H 1.439 -6.433 -1.254 0.459
H -0.097 -7.234 -0.932 0.413
H 0.412 -4.237 -0.554 -0.220
H -0.794 -5.502 -3.038 0.367
H 0.861 -4.880 -2.831 0.396
H -0.779 -1.916 -3.989 0.148
H -1.034 -3.579 -4.764 0.318
H 0.570 -2.977 -4.269 0.269
H -1.418 -5.120 0.645 0.226
H -1.865 -5.979 -0.563 0.362
C -4.457 0.010 1.702 0.842
C -3.932 0.532 3.038 -0.824
C -3.994 2.051 2.982 -0.504
S -5.597 2.368 2.224 1.111
O -5.521 3.544 1.428 -0.654
O -6.595 2.209 3.239 -0.645
C -5.603 0.881 1.174 -0.692
H -4.722 -1.043 1.824 0.456
H -3.682 -0.001 0.932 -1.000
H -2.972 0.144 3.377 0.264
H -4.626 0.194 3.826 0.471
H -3.248 2.379 2.241 0.029
H -3.893 2.661 3.870 0.548
H -5.308 1.285 0.208 0.223
H -6.582 0.426 1.131 0.382
C 1.924 -4.005 3.709 -0.563
C 1.258 -2.625 3.695 -0.699
C -0.078 -2.849 2.994 0.483
S -0.683 -4.436 3.547 1.133
O -1.041 -5.249 2.390 -0.824
O -1.619 -4.233 4.607 -0.703
C 0.886 -5.026 4.210 -0.754
H 2.779 -4.037 4.384 0.404
H 2.265 -4.274 2.709 0.203
H 1.804 -1.890 3.100 0.333
H 1.208 -2.224 4.707 0.378
H 0.081 -2.957 1.917 -0.410
H -0.828 -2.070 3.102 0.028
H 1.112 -5.992 3.774 0.408
H 0.840 -5.015 5.291 0.373
```

Values from the calculation:
Calculated total energy ... -94661.1456 eV
Highest occupied orbital energy ... -0.392 hartree
Strongest force on any atom ... 2.414 eV/Å
Net charge ... +1

=====

(2)
This record from the Open Molecules 2025 dataset describes a 12-piece molecular cluster, C34H78Cl14O10 overall at a distorted geometry. The level of theory is the ωB97M-V functional and the def2-TZVPD basis.

```
136
Properties=species:S:1:pos:R:3:mulliken_charge:R:1
C 0.009 6.880 -3.729 -0.867
O 0.339 5.656 -3.149 -0.100
C 0.944 4.774 -4.137 -1.091
C 1.363 3.383 -3.508 -0.083
O 2.119 3.428 -2.253 0.380
C 3.398 3.980 -2.432 -1.099
H -0.736 6.692 -4.502 0.349
H 0.871 7.360 -4.193 0.319
H -0.509 7.493 -2.992 0.228
H 1.842 5.234 -4.550 0.394
H 0.195 4.673 -4.922 0.525
H 1.906 2.762 -4.221 0.407
H 0.445 2.803 -3.413 -0.155
H 4.001 3.231 -2.945 0.238
H 3.901 4.215 -1.495 0.310
H 3.431 4.880 -3.047 0.279
C -0.670 0.440 3.017 -0.695
O -0.695 0.534 1.609 0.360
C -0.071 -0.595 0.993 -1.017
C -0.063 -0.316 -0.597 1.526
O -1.397 -0.210 -1.069 0.323
C -1.411 -0.052 -2.481 0.593
H 0.378 0.347 3.304 0.211
H -1.132 -0.490 3.347 0.252
H -1.031 1.316 3.555 0.085
H -0.549 -1.540 1.253 0.123
H 0.974 -0.658 1.296 0.430
H 0.498 -1.140 -1.037 -0.827
H 0.510 0.576 -0.849 -0.674
H -2.452 -0.213 -2.761 -0.184
H -0.829 -0.810 -3.006 -0.284
H -1.009 0.898 -2.832 -0.377
C 2.137 -1.048 -4.013 -0.910
O 2.293 -0.555 -2.712 0.551
C 3.569 0.066 -2.589 -0.597
C 3.638 0.667 -1.230 -0.125
O 3.568 -0.207 -0.058 0.019
C 4.613 -1.154 0.088 -0.852
H 1.978 -0.289 -4.779 0.306
H 1.268 -1.705 -4.048 -0.196
H 2.981 -1.651 -4.348 0.421
H 3.707 0.819 -3.365 0.354
H 4.285 -0.749 -2.699 0.468
H 2.794 1.352 -1.142 -0.727
H 4.534 1.272 -1.093 0.525
H 4.536 -1.962 -0.639 0.211
H 4.514 -1.644 1.057 0.240
H 5.533 -0.572 0.144 0.334
C -2.472 -3.509 -4.037 -0.531
O -1.610 -4.675 -4.106 -0.468
C -0.243 -4.385 -4.075 0.777
C 0.335 -4.480 -5.466 -0.701
O 1.629 -3.904 -5.494 -0.111
C 2.251 -4.065 -6.757 -0.910
H -2.475 -3.118 -3.020 -0.013
H -3.506 -3.681 -4.338 0.397
H -2.289 -2.683 -4.724 0.351
H 0.111 -5.221 -3.471 0.313
H -0.004 -3.407 -3.657 -0.769
H -0.294 -3.916 -6.154 0.336
H 0.266 -5.536 -5.728 0.375
H 2.612 -5.086 -6.877 0.348
H 3.188 -3.509 -6.723 0.240
H 1.663 -3.874 -7.655 0.355
C 3.639 -0.043 4.634 -0.655
O 3.016 -0.795 5.723 -0.205
C 3.537 -0.610 7.011 -0.623
C 2.629 -1.266 8.045 -0.412
O 2.675 -2.682 7.717 -0.243
C 2.677 -3.489 8.850 -0.894
H 4.655 -0.426 4.542 0.330
H 3.769 0.998 4.931 0.359
H 3.036 -0.077 3.726 0.025
H 3.742 0.420 7.304 0.425
H 4.516 -1.081 6.933 0.345
H 1.585 -1.053 7.816 0.056
H 2.800 -1.052 9.100 0.529
H 3.291 -3.213 9.707 0.346
H 2.985 -4.486 8.534 0.303
H 1.669 -3.660 9.228 0.304
Cl -4.105 7.388 5.682 -0.196
C -2.788 6.290 5.498 -0.326
C -3.239 5.018 4.733 -0.551
Cl -1.822 4.082 4.163 -0.193
H -2.476 5.989 6.498 0.287
H -2.016 6.834 4.955 0.284
H -3.746 5.287 3.807 0.285
H -3.941 4.347 5.228 0.374
Cl 1.274 6.304 1.660 -0.204
C 0.964 5.245 0.338 -0.076
C 1.158 3.745 0.721 0.214
Cl 2.867 3.353 1.110 -0.223
H 1.579 5.476 -0.532 0.011
H -0.055 5.347 -0.037 0.332
H 0.883 3.110 -0.121 -0.464
H 0.560 3.508 1.602 0.375
Cl -4.708 1.376 -1.167 -0.189
C -3.352 1.856 -0.082 0.640
C -3.845 2.882 0.939 -0.150
Cl -4.352 4.480 0.185 -0.244
H -2.492 2.307 -0.576 0.060
H -2.884 0.943 0.287 -0.439
H -3.108 3.153 1.695 -0.046
H -4.784 2.576 1.400 0.401
Cl -2.044 -0.752 6.138 -0.128
C -1.706 -2.099 7.244 -0.530
C -0.692 -3.134 6.690 -0.163
Cl -1.348 -3.991 5.242 -0.144
H -2.663 -2.524 7.548 0.410
H -1.313 -1.596 8.127 0.288
H -0.270 -3.861 7.384 0.312
H 0.167 -2.596 6.290 -0.033
Cl -3.398 -3.902 1.570 -0.188
C -3.684 -2.307 0.806 0.457
C -3.852 -2.589 -0.731 0.120
Cl -5.394 -3.448 -1.012 -0.229
H -2.810 -1.669 0.936 -0.704
H -4.539 -1.930 1.368 0.422
H -3.006 -3.184 -1.074 0.112
H -3.921 -1.677 -1.324 0.038
Cl 0.228 -4.107 1.127 -0.089
C 1.603 -4.610 0.079 -0.663
C 1.837 -3.543 -1.004 1.464
Cl 3.163 -4.052 -2.022 -0.206
H 1.249 -5.532 -0.383 0.320
H 2.510 -4.780 0.658 0.362
H 2.037 -2.553 -0.594 -0.622
H 0.986 -3.412 -1.672 -0.429
Cl -4.312 -0.516 -4.946 -0.134
C -6.051 -0.646 -5.267 -0.631
C -6.355 -1.405 -6.554 -0.334
Cl -5.549 -0.538 -7.809 -0.173
H -6.349 0.389 -5.433 0.386
H -6.572 -1.044 -4.396 0.297
H -7.428 -1.454 -6.739 0.304
H -5.995 -2.434 -6.579 0.270
```

Values from the calculation:
Calculated total energy ... -232305.8118 eV
Highest occupied orbital energy ... -0.355 hartree
Strongest force on any atom ... 2.686 eV/Å
SMILES string ... COCCOC.COCCOC.COCCOC.COCCOC.COCCOC.ClCCCl.ClCCCl.ClCCCl.ClCCCl.ClCCCl.ClCCCl.ClCCCl
ΔE to the lowest compared entry with this formula, charge and spin ... 0.0 kcal per mole